(1)
{
  "formula": "C23H28BBr66NO6PS3",
  "method": "ωB97M-V with the def2-TZVPD basis set",
  "symbols": ["Br", "Br", "Br", "C", "H", "H", "Br", "Br", "H", "Br", "Br", "Br", "Br", "Br", "C", "H", "Br", "Br", "S", "H", "H", "H", "C", "C", "H", "H", "Br", "H", "C", "Br", "C", "H", "Br", "C", "H", "Br", "Br", "H", "H", "H", "Br", "Br", "Br", "H", "H", "S", "Br", "Br", "O", "Br", "Br", "C", "Br", "C", "Br", "H", "Br", "Br", "Br", "C", "C", "Br", "Br", "B", "C", "Br", "Br", "Br", "C", "Br", "Br", "O", "C", "Br", "Br", "O", "Br", "C", "P", "Br", "H", "Br", "Br", "H", "Br", "N", "Br", "Br", "Br", "C", "Br", "C", "Br", "Br", "H", "H", "C", "Br", "Br", "Br", "H", "Br", "Br", "H", "Br", "Br", "C", "C", "Br", "H", "C", "Br", "C", "Br", "O", "Br", "H", "Br", "H", "O", "Br", "Br", "Br", "H", "C", "O", "Br", "Br", "S"],
  "coordinates": [[-3.716, 7.523, -0.932], [5.779, -2.363, -6.045], [7.813, -6.475, -3.084], [1.843, 6.190, -4.457], [-7.616, -3.745, 1.090], [12.744, -10.201, -2.712], [5.449, 0.467, -1.352], [1.955, -4.980, 7.131], [-12.294, -3.061, 7.549], [3.478, -3.184, -0.151], [-4.039, 3.363, 0.007], [-5.031, 13.391, 8.079], [10.846, -3.737, -3.312], [2.738, -5.492, 2.835], [3.531, -5.926, 7.684], [-1.383, -3.230, 1.239], [2.352, 0.097, -2.018], [1.283, 5.019, -5.872], [-8.917, -1.338, 1.625], [5.156, -4.000, -7.797], [-3.274, 5.286, -1.884], [3.428, -6.146, 8.736], [-5.011, 7.652, 12.747], [4.311, -6.465, 3.339], [-3.462, 1.140, -0.931], [1.786, 4.232, -12.889], [-2.548, 7.454, 7.279], [8.408, -8.702, -2.219], [9.234, -2.973, -4.034], [1.499, -1.825, -10.012], [11.774, -9.820, -2.994], [0.317, 3.745, 3.650], [5.892, -5.379, 3.170], [-3.025, 2.125, -1.061], [0.952, 6.647, -4.050], [-0.997, 6.240, -1.959], [9.631, -1.669, -5.394], [-5.725, 11.475, 6.685], [-9.077, -3.218, -0.520], [-3.894, 0.257, 2.066], [-12.487, -2.631, 5.130], [1.911, -1.622, -6.859], [0.782, 2.233, -11.843], [-0.874, -1.755, 2.119], [-12.197, -4.787, 2.946], [-3.842, -2.099, -0.444], [5.115, -4.859, 7.467], [3.692, 2.667, -13.046], [-3.772, -1.123, -1.523], [6.251, -5.488, -6.147], [-1.891, 6.134, 10.092], [-1.550, -2.613, 2.124], [-10.628, -5.846, 4.536], [3.991, -4.923, -0.791], [6.830, -9.354, -4.002], [7.654, -1.650, -8.247], [-11.209, -6.495, 1.456], [2.958, 0.704, -8.747], [-1.173, 2.024, -0.546], [-0.663, 4.122, 3.397], [-0.488, 11.680, 6.111], [4.734, -4.787, -2.554], [2.552, -6.194, -0.724], [-3.293, -1.328, 1.193], [-11.177, -5.129, 2.824], [0.152, 8.192, 8.778], [-1.874, 2.635, 3.482], [2.689, 5.212, -3.031], [7.466, -8.282, -2.538], [10.638, -9.973, -1.447], [-13.862, -4.864, 6.930], [-6.804, -2.228, -2.138], [7.838, -1.847, -9.296], [-2.357, 11.230, 6.126], [2.967, 7.614, -5.106], [-3.319, 0.036, 1.321], [8.104, -2.253, -2.656], [-5.885, 11.703, 7.729], [-8.165, -2.668, 0.389], [3.344, 2.698, -0.504], [-0.387, 12.606, 5.564], [6.268, -8.335, -1.031], [0.177, 11.998, 7.889], [4.207, -6.730, 4.381], [0.548, 10.351, 5.186], [-5.343, -2.545, -0.052], [-5.095, 10.279, 8.752], [-10.073, -3.515, 2.311], [-0.227, 0.869, -5.062], [-1.471, -0.504, -5.614], [-7.787, 11.802, 7.999], [1.623, -0.653, -8.491], [-3.088, 2.566, -2.932], [2.697, 4.445, -10.602], [-1.379, -3.235, 3.000], [-0.662, 6.011, 7.951], [5.115, -4.037, -6.718], [-14.408, -1.784, 7.524], [-1.108, 5.472, 4.702], [8.376, -0.190, -10.106], [8.680, -3.771, -4.512], [11.133, -10.895, -4.452], [-0.548, 4.865, 1.631], [3.497, 0.320, 0.159], [-3.429, 6.601, -3.969], [-5.460, 6.496, 11.278], [-13.139, -3.082, 6.877], [-1.162, 6.827, 8.455], [6.186, -2.496, -10.041], [0.669, -0.149, -8.397], [2.180, 3.502, -12.197], [11.996, -7.982, -3.510], [3.638, 0.820, -0.789], [3.697, -7.611, 6.764], [-6.606, -0.369, -0.584], [4.478, -8.111, 2.352], [-0.880, -1.369, -5.881], [-2.427, 0.025, -7.209], [-5.921, 8.150, 13.052], [-3.057, -3.295, -0.682], [-4.369, 6.659, 14.264], [3.283, -4.318, -6.223], [-2.638, -0.992, -4.180], [4.773, -5.290, -0.137], [-2.913, 6.272, -2.149], [-2.919, -2.181, 2.192], [9.225, -3.174, -9.388], [-3.764, 9.015, 12.214], [-6.537, -1.797, -0.783]],
  "forces_ev_per_angstrom": [[0.01, -0.01, 0.00], [0.01, 0.08, 0.01], [0.29, -0.07, 0.05], [-0.04, -0.01, 0.02], [0.15, -0.16, -0.34], [0.00, 0.00, 0.01], [-0.02, 0.00, -0.01], [0.02, -0.01, -0.01], [-0.01, 0.00, 0.01], [-0.10, 0.02, 0.06], [0.08, 0.02, 0.02], [-0.03, 0.00, 0.03], [-0.01, -0.02, 0.02], [0.00, 0.00, 0.18], [-0.02, 0.07, -0.01], [-0.07, 0.12, -0.09], [-0.02, 0.04, -0.03], [0.01, -0.01, 0.00], [0.72, 1.03, -0.55], [0.04, 0.05, 0.00], [0.02, -0.01, 0.00], [0.01, -0.02, -0.01], [-0.03, 0.02, -0.04], [-0.04, 0.07, -0.02], [-0.01, -0.02, -0.03], [0.01, 0.00, 0.00], [-0.03, 0.04, 0.05], [-0.01, -0.02, 0.00], [-0.09, -0.04, -0.06], [0.04, -0.04, 0.01], [0.01, 0.05, -0.05], [0.00, 0.01, 0.02], [0.00, -0.01, -0.04], [0.14, -0.25, -0.20], [0.00, 0.00, -0.01], [0.06, -0.08, 0.07], [0.00, 0.02, 0.00], [-0.01, 0.01, 0.00], [0.12, -0.05, -0.12], [0.34, 0.35, 0.18], [-0.03, 0.11, 0.00], [-0.17, 0.56, -0.37], [-0.04, -0.03, -0.01], [0.02, -0.03, 0.09], [0.00, -0.03, 0.01], [0.78, -0.63, -0.72], [-0.01, -0.01, -0.02], [0.00, -0.01, 0.01], [-0.33, 0.30, 0.30], [-0.06, 0.04, -0.02], [0.06, -0.01, -0.02], [-0.16, -0.45, 0.08], [0.03, -0.09, -0.10], [0.11, -0.03, 0.05], [-0.01, 0.01, 0.01], [-0.01, -0.01, 0.00], [0.06, 0.12, 0.07], [0.06, 0.00, -0.01], [0.01, -0.12, 0.12], [0.12, 0.00, -0.02], [0.01, 0.00, -0.05], [-0.12, 0.02, -0.09], [-0.03, 0.05, -0.17], [0.04, -0.14, 0.05], [0.28, 0.15, 0.00], [-0.02, 0.01, 0.00], [0.00, -0.01, -0.03], [-0.06, 0.00, -0.07], [-0.05, 0.04, 0.00], [0.04, -0.07, 0.07], [-0.02, 0.01, 0.00], [0.06, -0.37, 0.24], [-0.03, -0.01, 0.11], [0.02, -0.01, 0.01], [0.01, -0.01, -0.01], [-0.76, -0.41, -0.09], [0.00, -0.02, -0.01], [0.04, -0.03, -0.03], [0.64, 0.87, 0.29], [-0.01, 0.04, 0.13], [0.00, 0.00, 0.00], [0.00, 0.03, 0.00], [-0.01, 0.02, 0.00], [0.06, 0.03, -0.08], [-0.01, -0.01, 0.03], [-0.06, 0.46, -0.23], [-0.01, 0.01, 0.02], [-1.89, -1.74, 1.11], [0.00, 0.08, -0.06], [-0.05, -0.10, 0.19], [0.00, 0.00, 0.01], [-0.25, 0.29, 0.16], [-0.26, 0.18, -0.05], [0.00, -0.01, 0.01], [0.09, 0.15, 0.06], [-0.01, 0.00, -0.01], [-0.04, -0.05, -0.02], [-0.01, -0.01, 0.00], [-0.04, 0.01, -0.01], [-0.01, -0.01, -0.01], [0.01, 0.01, -0.03], [-0.02, 0.01, 0.02], [-0.02, 0.12, 0.07], [0.02, 0.04, 0.02], [0.02, 0.01, 0.01], [-0.05, 0.01, 0.03], [0.04, -0.02, -0.03], [0.04, -0.06, -0.02], [-0.02, 0.04, -0.02], [0.00, 0.02, -0.06], [0.01, 0.00, 0.04], [-0.04, 0.01, -0.01], [-0.03, -0.13, -0.13], [-0.03, -0.11, 0.12], [0.10, -0.19, 0.42], [0.00, -0.01, 0.01], [0.03, 0.03, -0.04], [0.06, 0.02, -0.04], [0.01, 0.00, 0.01], [-0.02, 0.06, 0.40], [0.01, -0.01, -0.01], [0.42, -0.90, 0.29], [0.08, -0.01, -0.03], [-0.01, 0.01, 0.01], [-0.04, -0.03, -0.03], [0.14, 0.36, -0.16], [0.00, 0.00, 0.01], [0.01, 0.01, 0.00], [-0.22, 0.41, -0.85]],
  "charge": -1
}



(2)
{
  "formula": "C23H28BCs2FKN5O7",
  "method": "ωB97M-V with the def2-TZVPD basis set",
  "symbols": ["C", "H", "O", "C", "C", "H", "O", "O", "C", "C", "C", "H", "H", "C", "H", "C", "N", "N", "O", "C", "H", "H", "K", "H", "H", "H", "H", "N", "B", "C", "C", "F", "Cs", "C", "H", "H", "H", "H", "O", "C", "C", "C", "C", "H", "H", "H", "N", "H", "H", "H", "C", "C", "C", "O", "H", "O", "C", "H", "C", "N", "C", "Cs", "H", "H", "C", "H", "H", "H"],
  "coordinates": [[2.022, 0.027, 2.413], [-5.913, 0.629, 0.822], [4.184, 3.715, -2.204], [-0.337, 2.720, -1.843], [-1.549, 0.502, -2.937], [-4.303, -1.530, 3.240], [-2.881, -1.317, -0.337], [3.158, -4.602, 1.253], [-0.540, 3.281, 0.550], [1.737, -0.380, 4.729], [1.928, -1.897, 4.468], [-2.727, -1.285, 2.429], [0.184, 3.472, 2.690], [0.298, 2.748, 1.792], [-4.395, -0.017, -0.646], [0.306, 3.012, -3.261], [2.548, 1.524, -1.412], [0.031, 3.651, -0.763], [3.256, 5.471, -3.217], [3.562, 4.826, -2.198], [1.296, -5.741, -0.261], [1.006, 3.921, -3.387], [-4.087, 0.301, 3.968], [-1.739, 1.190, -0.688], [0.557, 2.295, -5.574], [-0.241, -2.989, -1.002], [1.542, -0.040, 5.801], [2.145, -2.512, 3.201], [2.657, -3.607, 0.338], [-0.276, -4.102, -0.731], [-3.851, -0.694, 0.031], [-2.101, -6.124, -1.244], [-2.192, 2.166, -5.600], [2.209, -1.497, 2.186], [2.353, -5.078, 1.587], [-0.533, -4.206, 0.383], [-5.287, 0.705, 2.483], [-6.345, -0.646, 1.986], [2.283, -4.004, -1.013], [2.428, 0.566, -0.246], [-5.553, 0.036, 1.663], [2.114, 1.029, 1.189], [-3.768, -1.596, 2.290], [1.890, -2.596, 5.383], [2.033, 2.386, -1.164], [-0.123, 1.738, 2.164], [1.757, 0.607, 3.702], [-3.782, -2.628, 1.933], [-0.312, 4.598, -0.999], [1.025, -5.351, -2.043], [-1.279, 1.456, -1.695], [2.489, -1.999, 0.704], [1.862, 2.602, 1.491], [-1.797, 3.433, 0.718], [-1.158, -4.566, -1.334], [3.283, 5.176, -1.007], [1.112, -4.881, -1.003], [2.463, 2.873, 2.441], [-0.899, 0.786, -4.389], [-4.388, -0.741, 1.294], [0.054, 2.094, -4.527], [2.571, -1.237, -3.561], [-1.093, 0.072, -5.312], [2.258, 3.287, 0.666], [2.625, -1.000, -0.514], [-2.189, -0.445, -2.871], [3.552, 1.830, -1.416], [2.855, -1.418, -1.586]],
  "forces_ev_per_angstrom": [[0.12, -0.03, -1.14], [0.10, -0.05, 0.12], [0.78, -1.89, -1.28], [-0.52, -2.01, -3.21], [2.88, 2.46, -1.10], [-0.13, -1.39, -0.92], [-0.46, 0.28, 0.59], [-2.24, 1.31, -0.91], [-4.23, 0.32, 1.15], [0.29, -0.73, -2.75], [0.06, 0.84, -1.40], [0.13, -0.29, 0.08], [-0.18, -0.89, -1.74], [0.86, 0.44, -0.10], [-0.14, 0.05, 0.12], [-1.53, -2.85, -0.69], [0.45, -1.85, 2.67], [-1.15, -1.70, -0.13], [-0.57, 0.38, -1.00], [0.22, -0.52, 1.32], [-0.47, 1.26, -1.10], [-0.99, -1.47, 0.29], [1.42, 1.87, 2.48], [0.73, 0.42, -1.72], [-0.83, -0.22, 2.51], [0.48, -1.32, 0.45], [0.37, -0.43, -1.74], [-0.73, 5.52, 1.90], [0.01, -0.51, -0.78], [0.12, 0.01, 0.20], [0.46, -0.18, -0.56], [-0.05, 0.14, -0.12], [-6.73, 4.80, -4.67], [0.31, 0.34, -1.87], [1.23, 0.30, -0.25], [0.21, 0.31, -1.56], [-1.26, 0.49, -1.27], [-0.16, 0.22, 0.07], [0.15, 0.96, 2.42], [-0.38, -1.32, 2.29], [0.02, -0.54, -0.37], [0.78, -1.54, -1.60], [0.17, -0.93, -0.90], [0.06, 1.18, -1.69], [0.60, -0.48, -0.30], [0.49, 1.66, -0.87], [0.54, -5.02, 0.33], [0.20, 0.01, 0.24], [0.49, -0.52, 0.17], [0.37, 0.61, 1.48], [1.28, 0.29, -3.36], [0.42, 2.84, -1.53], [0.47, -1.52, 0.66], [4.46, -0.52, -0.48], [1.33, -0.11, 1.26], [-1.20, 1.16, 1.08], [-1.53, -0.72, -0.83], [-1.08, -0.54, -1.53], [3.49, -1.88, 6.39], [-0.14, 0.52, 0.13], [1.49, -0.54, 4.47], [-0.61, 0.49, -2.66], [0.94, 0.96, 2.56], [-0.68, -0.94, 0.93], [-0.86, 0.23, 4.71], [1.02, 1.65, 0.28], [-0.86, 0.36, -0.45], [-0.26, 0.81, 5.24]]
}



no.,E_tot (eV),frontier orbital gap (eV)
1,-4703351.282,6.84
2,-66881.696,1.43